Record 1
{"formula": "C4H13NO2", "method": "the ωB97M-V functional and the def2-TZVPD basis", "species": ["C", "C", "C", "O", "H", "H", "H", "H", "H", "H", "H", "H", "C", "N", "O", "H", "H", "H", "H", "H"], "positions_angstrom": [[1.115556, -0.295378, 0.190857], [1.750817, -0.613156, -1.155732], [2.126262, 0.157074, 1.232794], [0.152390, 0.759795, 0.023476], [-0.676108, 0.410072, -0.582519], [0.594346, -1.190330, 0.560402], [1.627075, 0.398163, 2.171759], [0.991563, -0.923145, -1.875007], [2.474684, -1.422895, -1.052918], [2.262202, 0.267846, -1.545692], [2.651574, 1.045853, 0.881156], [2.857093, -0.630008, 1.422467], [-2.549369, -0.341443, 0.308419], [-2.093586, 0.000125, -0.873210], [-2.739777, 1.208408, -1.304821], [-2.451205, 1.300309, -2.223207], [-0.753257, 0.731920, 1.063256], [-3.539511, -0.031351, 0.630737], [-1.580503, 0.479433, 1.469912], [-2.220245, -1.311291, 0.657870]], "forces_ev_per_a": [[-0.11, 0.05, -0.08], [-0.06, 0.00, 0.15], [-0.14, -0.02, -0.11], [-0.31, -0.21, -1.06], [1.36, 0.27, 0.72], [0.03, 0.04, 0.00], [0.00, 0.00, -0.01], [0.00, 0.01, 0.00], [0.01, 0.00, -0.01], [0.00, 0.00, 0.01], [0.00, 0.01, 0.00], [-0.01, 0.00, -0.01], [-0.31, -0.56, -2.02], [-0.81, 0.19, 0.81], [0.16, -0.44, 0.06], [-0.03, -0.07, 0.22], [-1.36, -0.44, 0.88], [0.27, 0.46, 0.27], [1.06, 0.57, 0.07], [0.25, 0.14, 0.12]], "max_force_ev_per_a": 2.12, "charge": 0, "homo_lumo_gap_ev": 9.347, "de_lowest_kcal_mol": 116.3, "energy_ha": -365.25715}


Record 2
{"formula": "C4H13NO2", "method": "the ωB97M-V functional and the def2-TZVPD basis", "species": ["C", "C", "C", "N", "C", "O", "H", "H", "H", "H", "H", "H", "H", "H", "H", "H", "H", "O", "H", "H"], "positions_angstrom": [[-2.832229, -0.024421, 0.069250], [-1.927277, 0.742102, 1.012348], [-0.634381, -0.046295, 1.291122], [0.372968, 0.031813, 0.260025], [0.774417, -1.085137, -0.501782], [2.134177, -0.901319, -0.859807], [-3.158301, -0.974589, 0.481036], [-3.741555, 0.532296, -0.174707], [-2.290786, -0.202903, -0.852079], [-1.667551, 1.688698, 0.529919], [-2.392168, 0.862155, 1.994837], [-0.893358, -1.098917, 1.369321], [-0.192230, 0.271957, 2.237629], [1.052063, 0.780671, 0.320540], [0.217219, -1.245031, -1.444504], [0.640332, -2.029296, 0.056548], [2.579927, -1.753710, -0.781535], [4.047437, 1.647020, -2.012420], [3.229151, 1.644546, -1.512224], [4.682146, 1.160359, -1.483520]], "forces_ev_per_a": [[-0.36, 0.30, -0.09], [0.43, -0.65, 0.15], [0.30, 0.17, -0.33], [-0.28, 0.97, -0.09], [0.04, -0.88, -0.51], [0.37, -0.30, 0.11], [0.09, -0.22, 0.12], [0.12, 0.03, -0.03], [0.02, -0.17, -0.32], [-0.06, 0.13, 0.49], [-0.22, 0.46, -0.20], [-0.12, -0.24, 0.34], [-0.11, 0.00, 0.15], [-0.19, -0.43, -0.02], [-0.09, 0.37, 0.17], [0.05, 0.20, 0.18], [-0.02, 0.30, -0.09], [0.13, 0.26, -0.24], [-0.07, -0.21, 0.08], [-0.05, -0.10, 0.12]], "max_force_ev_per_a": 1.02, "charge": 0, "homo_lumo_gap_ev": 9.261, "de_lowest_kcal_mol": 24.5, "energy_ha": -365.40346}